# C4H6N2OS2

C4H6N2OS2 as an isolated structure (ωB97M-V with the def2-TZVPD basis set, the OMol25 dataset).

Output
- LUMO energy (alpha / beta): -3.06 / -3.08 eV
- ΔE to the lowest compared entry with this formula, charge and spin: 94.7 kcal/mol

Each line ends with the natural charge from an NBO analysis.
Atoms and positions in Å:
C 1.919 -0.158 -1.677  -0.3029
C 2.032 0.604 -2.793  -0.4098
C 0.725 0.220 -0.888  0.4643
C -1.999 -0.740 2.270  -0.3364
N 0.084 1.279 -1.343  -0.6526
N -1.354 0.512 1.998  -0.8144
O 0.355 -0.305 0.197  -0.6057
S 0.742 1.769 -2.716  0.6679
S -1.126 -2.037 1.221  0.2898
H 2.648 -0.897 -1.450  0.2295
H 2.689 0.528 -3.592  0.2334
H -1.952 -1.298 3.224  0.2300
H -3.061 -0.875 1.861  0.2025
H -0.667 0.868 2.644  0.3849
H -1.037 0.530 1.043  0.4195

---

# C16H26N6O5S

A 2-piece molecular cluster, C16H26N6O5S overall (ωB97M-V with the def2-TZVPD basis set, the OMol25 dataset).

Output
- LUMO energy: 0.36 eV
- Structure (SMILES): O=C(O)[C@@H]1CCCC[C@@H]1c1n[nH]c(=S)[nH]1.CNC(=O)[C@H](CC(N)=O)NC(C)=O
- ΔE to the lowest compared entry with this formula, charge and spin: 0.0 kcal/mol

Each line ends with the natural charge from an NBO analysis.
Atoms and positions in Å:
O 5.352 -5.918 0.354  -0.6330
O -4.341 0.562 -0.969  -0.5577
O 1.295 -1.498 -1.761  -0.6468
O 4.500 -1.925 -2.612  -0.6298
S 0.603 2.022 2.582  -0.2649
N -3.079 1.633 3.683  -0.2745
O -4.780 -0.077 1.172  -0.6607
C 5.083 -4.866 -0.203  0.6738
C -4.612 0.847 0.185  0.7905
C 2.001 -1.278 -0.793  0.6754
C 3.988 -3.037 -2.515  0.6712
C -1.037 1.848 2.741  0.2256
C -3.207 2.208 2.510  0.3600
N 1.907 -0.126 -0.173  -0.7922
N -1.743 1.356 3.811  -0.3982
N -1.983 2.297 1.871  -0.5800
N 4.137 -3.977 -3.457  -0.6057
N 3.818 -4.621 -0.550  -0.6174
C 6.194 -3.873 -0.489  -0.7136
C 4.849 -3.770 -4.715  -0.4118
C -4.256 4.750 -0.124  -0.4030
C -3.905 5.065 1.330  -0.4018
C -4.053 3.269 -0.453  -0.3911
C -4.719 4.190 2.287  -0.3868
C -4.830 2.342 0.518  -0.3288
C -4.553 2.685 2.010  -0.2758
C 2.965 -2.315 -0.236  -0.5030
C 3.232 -3.459 -1.237  -0.1312
H -4.879 0.364 2.026  0.4905
H 1.253 0.531 -0.556  0.4125
H 2.455 0.076 0.642  0.3985
H -1.281 1.232 4.712  0.4329
H -1.769 2.976 1.151  0.4437
H 3.726 -4.881 -3.287  0.3981
H 3.181 -5.356 -0.285  0.4093
H 7.085 -4.182 0.056  0.2452
H 6.416 -3.865 -1.554  0.2353
H 5.907 -2.877 -0.163  0.2243
H 4.274 -3.096 -5.353  0.2076
H 4.992 -4.721 -5.229  0.2072
H 5.823 -3.316 -4.519  0.2145
H -5.302 5.020 -0.308  0.1997
H -3.636 5.359 -0.790  0.2198
H -4.117 6.120 1.534  0.2239
H -2.834 4.909 1.496  0.1858
H -2.987 3.030 -0.436  0.1897
H -4.399 3.095 -1.478  0.2465
H -5.778 4.455 2.191  0.2124
H -4.424 4.410 3.320  0.2247
H -5.894 2.527 0.344  0.2413
H -5.310 2.177 2.618  0.2371
H 3.898 -1.818 0.021  0.2300
H 2.523 -2.717 0.675  0.2360
H 2.253 -3.787 -1.593  0.2445

---

# C2H8N2S

C2H8N2S as an isolated structure (ωB97M-V with the def2-TZVPD basis set, the OMol25 dataset).

Output
- LUMO energy: 0.64 eV
- ΔE to the lowest compared entry with this formula, charge and spin: 19.6 kcal/mol

Each line ends with the natural charge from an NBO analysis.
Atoms and positions in Å:
C -0.866 -0.593 -2.305  -0.7264
S -1.558 0.155 -0.796  -0.3429
H 0.186 -0.302 -2.347  0.1992
H -1.330 -0.253 -3.224  0.2070
H -0.864 -1.684 -2.283  0.2031
N 0.570 1.286 0.751  -0.7212
C 0.983 0.444 1.645  0.3496
N 0.365 -0.760 1.828  -0.8210
H 1.127 2.118 0.896  0.3749
H -0.167 0.813 -0.289  0.2927
H 1.893 0.602 2.220  0.1727
H 0.072 -1.018 2.753  0.3988
H -0.411 -0.807 1.151  0.4136

---

# C50H30F15GeN2O6PtSTe

C50H30F15GeN2O6PtSTe as an isolated structure (ωB97M-V with the def2-TZVPD basis set, the OMol25 dataset).

Output
- 2S+1: 2
- LUMO energy (alpha / beta): 3.44 / 3.44 eV
- Total charge: -2
- <S²>: 0.764
- ΔE to the lowest compared entry with this formula, charge and spin: 15.7 kcal/mol

Each line ends with the Löwdin spin population.
Atoms and positions in Å:
Pt 1.045 -0.112 1.247  0.0014
O 0.215 -0.953 7.112  0.0000
C 0.464 -0.814 5.778  0.0000
C 1.695 -0.356 5.314  0.0000
C 1.861 -0.237 3.948  0.0000
N 0.865 -0.574 3.144  0.0000
C -0.327 -0.998 3.549  0.0000
C -0.569 -1.140 4.899  0.0000
C -1.317 -1.209 2.396  0.0000
O -2.395 -1.724 2.644  0.0000
O -0.898 -0.818 1.240  0.0001
C 3.089 0.295 3.201  0.0000
O 4.100 0.530 3.844  0.0000
O 2.931 0.427 1.927  0.0002
H 0.966 -0.604 7.605  0.0000
H 2.504 -0.078 5.977  0.0000
H -1.536 -1.469 5.252  0.0000
F 0.413 4.302 3.532  0.0021
C -0.798 4.803 3.826  0.0051
C -1.782 4.867 2.858  0.0175
C -2.998 5.383 3.270  0.0052
F -4.032 5.453 2.417  0.0018
C -3.232 5.828 4.560  0.0005
F -4.428 6.318 4.919  0.0001
C -2.215 5.754 5.495  0.0030
F -2.421 6.180 6.750  0.0009
C -0.986 5.235 5.128  0.0005
F -0.002 5.155 6.036  0.0001
Ge -1.451 4.311 0.937  0.0793
S 0.056 2.694 1.163  0.0116
C -1.121 5.714 -0.263  0.1732
C -2.172 6.561 -0.729  0.1147
F -3.399 6.402 -0.155  0.0195
C -2.007 7.563 -1.634  0.0439
F -3.057 8.337 -2.004  -0.0002
C -0.735 7.846 -2.163  0.2399
F -0.585 8.709 -3.204  0.0601
C 0.336 7.038 -1.733  0.0491
F 1.573 7.302 -2.218  0.0007
C 0.151 6.040 -0.826  0.1093
F 1.236 5.359 -0.391  0.0175
C -3.081 3.219 0.553  0.0174
C -3.586 2.336 1.494  0.0033
F -3.080 2.307 2.740  0.0006
C -4.624 1.461 1.235  0.0009
F -5.099 0.648 2.184  0.0005
C -5.185 1.445 -0.030  0.0009
F -6.194 0.608 -0.310  0.0003
C -4.704 2.301 -1.003  0.0003
F -5.248 2.281 -2.230  0.0002
C -3.666 3.166 -0.700  0.0033
F -3.239 3.954 -1.697  0.0059
C 2.026 -7.804 -5.426  0.0000
C 2.017 -6.523 -4.636  0.0000
C 2.782 -6.380 -3.487  0.0000
C 2.783 -5.202 -2.746  0.0000
C 3.636 -5.137 -1.513  0.0000
C 1.986 -4.120 -3.152  0.0000
Te 1.967 -2.277 -2.069  0.0001
N 1.197 0.365 -0.693  0.0010
C 0.641 1.391 -1.136  0.0003
O -0.190 2.296 -0.466  0.0049
C 0.689 1.794 -2.577  0.0001
C -0.184 2.728 -3.129  0.0009
C -0.105 3.047 -4.477  0.0005
C 0.852 2.453 -5.286  0.0001
C 1.740 1.537 -4.736  0.0000
C 1.660 1.213 -3.391  0.0000
C 1.346 -3.133 -0.224  0.0001
C 2.215 -3.228 0.865  0.0001
C 3.642 -2.746 0.856  0.0000
C 1.741 -3.783 2.055  0.0000
C 0.436 -4.224 2.195  0.0000
C -0.078 -4.751 3.506  0.0000
C -0.414 -4.105 1.101  0.0000
C 0.013 -3.557 -0.100  0.0000
C -0.990 -3.380 -1.204  0.0000
C 1.206 -4.250 -4.314  0.0000
C 0.297 -3.176 -4.858  0.0000
C 1.241 -5.446 -5.031  0.0000
H 2.732 -8.520 -5.004  0.0000
H 2.307 -7.627 -6.466  0.0000
H 1.039 -8.272 -5.431  0.0000
H 3.403 -7.207 -3.155  0.0000
H 4.329 -5.979 -1.477  0.0000
H 3.021 -5.156 -0.610  0.0000
H 4.205 -4.206 -1.479  0.0000
H -0.912 3.222 -2.501  0.0006
H -0.788 3.781 -4.888  0.0002
H 0.918 2.714 -6.336  0.0000
H 2.506 1.081 -5.353  0.0000
H 2.360 0.521 -2.943  0.0000
H 3.830 -2.008 0.082  0.0000
H 4.330 -3.585 0.711  0.0000
H 3.881 -2.279 1.811  0.0000
H 2.416 -3.838 2.905  0.0000
H 0.744 -4.972 4.189  0.0000
H -0.659 -5.664 3.366  0.0000
H -0.734 -4.017 3.980  0.0000
H -1.454 -4.393 1.204  0.0000
H -1.969 -3.739 -0.885  0.0000
H -0.698 -3.921 -2.107  0.0000
H -1.078 -2.324 -1.468  0.0000
H 0.305 -2.265 -4.266  0.0000
H -0.733 -3.541 -4.890  0.0000
H 0.582 -2.921 -5.880  0.0000
H 0.630 -5.529 -5.926  0.0000

---

# H20O10

A 10-piece molecular cluster, H20O10 overall (ωB97M-V with the def2-TZVPD basis set, the OMol25 dataset).

Output
- LUMO energy: -0.38 eV
- Structure (SMILES): O.O.O.O.O.O.O.O.O.O
- ΔE to the lowest compared entry with this formula, charge and spin: 118.1 kcal/mol

Each line ends with the natural charge from an NBO analysis.
Atoms and positions in Å:
H -0.964 -0.301 0.926  0.4823
H 0.186 -1.277 0.740  0.4763
H 5.472 0.794 0.793  0.4746
H 4.373 0.003 0.102  0.4802
H -1.868 -1.966 -3.377  0.4590
H -0.823 -0.878 -3.560  0.4521
H 1.468 1.527 -0.963  0.4515
H 0.698 2.794 -0.630  0.4832
H 0.855 1.292 3.699  0.4632
H 1.079 0.615 2.357  0.4779
H 3.779 -1.991 0.914  0.4846
H 2.318 -1.822 0.530  0.4553
H -2.082 -2.100 -1.190  0.4602
H -1.473 -3.447 -1.542  0.4626
H -3.689 2.868 -0.577  0.4599
H -2.329 2.604 0.048  0.4750
H -0.134 0.788 -1.641  0.4719
H -1.208 1.423 -2.508  0.4693
H -4.358 -0.873 2.570  0.4652
H -4.159 -2.379 2.520  0.4662
O -0.027 -0.338 0.706  -0.9558
O 5.127 -0.100 0.693  -0.9553
O -1.063 -1.612 -2.983  -0.9238
O 1.445 2.473 -1.148  -0.9332
O 0.900 1.475 2.754  -0.9444
O 3.165 -2.125 0.183  -0.9388
O -1.239 -2.566 -1.230  -0.9098
O -2.841 3.289 -0.398  -0.9345
O -0.841 1.442 -1.617  -0.9436
O -4.268 -1.647 3.138  -0.9313

---

Among the records above, which one has the lowest ΔE to the lowest compared entry with this formula, charge and spin? C16H26N6O5S